--- one ---
Molecular formula: C2H8N2
Method: DFT, ωB97M-V with the def2-TZVPD basis set

Last column: Mulliken charge in e.
Cartesian coordinates (Å):
H 1.790 -2.661 0.002  0.256
N 1.416 -1.927 -0.575  -0.680
C 1.389 -0.847 0.102  0.184
N 1.565 0.449 -0.235  -0.437
H 1.240 -0.956 1.193  0.220
H 1.636 1.140 0.488  0.224
H 1.323 0.792 -1.147  0.235
C -3.498 1.721 0.470  -0.898
H -2.520 1.722 0.951  0.198
H -3.575 0.938 -0.277  0.235
H -3.640 2.640 -0.102  0.232
H -4.261 1.558 1.228  0.231

SMILES   [H]/N=C/N.C
Gap between HOMO and LUMO   0.3609 hartree
Total charge   0
E_HOMO   -9.044 eV
Lowest unoccupied orbital energy   0.78 eV

=====

--- two ---
Molecular formula: C2H8N2
Method: DFT, ωB97M-V with the def2-TZVPD basis set

Last column: Mulliken charge in e.
Cartesian coordinates (Å):
H -0.163 -0.829 1.841  0.253
N 0.648 -0.802 2.455  -0.596
C 1.312 0.252 2.213  0.084
N 2.538 0.496 2.862  -0.487
H 1.016 0.957 1.436  0.300
H 2.512 1.202 3.576  0.212
H 3.081 -0.336 3.007  0.234
C -3.711 -0.032 -6.074  -0.908
H -4.133 0.539 -6.893  0.226
H -4.486 -0.706 -5.712  0.232
H -2.923 -0.647 -6.486  0.230
H -3.376 0.559 -5.233  0.220

SMILES   [H]/N=C/N.C
Gap between HOMO and LUMO   0.4009 hartree
Total charge   0
E_HOMO   -9.722 eV
Lowest unoccupied orbital energy   1.19 eV

=====

--- three ---
Molecular formula: C2H8N2
Method: DFT, ωB97M-V with the def2-TZVPD basis set

Last column: Mulliken charge in e.
Cartesian coordinates (Å):
C 0.164 0.712 2.408  -0.251
N -0.676 0.078 3.109  -0.481
H 0.243 1.780 2.583  0.283
H 0.736 0.153 1.666  0.196
H -0.572 -0.930 3.002  0.245
C -0.495 0.035 -1.897  -0.545
N 0.813 -0.635 -2.033  -0.566
H -0.410 0.968 -2.462  0.236
H -0.703 0.348 -0.877  0.145
H -1.287 -0.595 -2.286  0.292
H 0.725 -1.631 -1.873  0.225
H 1.462 -0.284 -1.341  0.221

SMILES   C=N.CN
Gap between HOMO and LUMO   0.3766 hartree
Total charge   0
E_HOMO   -9.377 eV
Lowest unoccupied orbital energy   0.87 eV

=====

The most stable arrangement is two, and the next structure is 0.0058 hartree less stable.

=====

--- one ---
Molecular formula: C4H8Cl8
Method: DFT, ωB97M-V with the def2-TZVPD basis set

Last column: Mulliken charge in e.
Cartesian coordinates (Å):
Cl 2.092 0.873 -0.415  -0.157
C 1.055 1.828 -1.533  -0.245
Cl -0.437 2.435 -0.759  -0.134
H 1.707 2.599 -1.942  0.268
H 0.870 1.231 -2.426  0.269
Cl -1.977 -3.979 3.034  -0.153
C -2.080 -2.585 1.883  -0.226
Cl -3.733 -2.317 1.332  -0.141
H -1.712 -1.649 2.304  0.264
H -1.397 -2.783 1.057  0.256
Cl 0.798 8.030 3.487  -0.156
C 0.229 6.696 4.591  -0.218
Cl -1.249 7.334 5.413  -0.139
H 0.087 5.789 4.004  0.271
H 1.013 6.560 5.336  0.242
Cl -0.123 -7.384 -4.977  -0.141
C 1.083 -6.058 -5.154  -0.238
Cl 0.497 -4.503 -4.498  -0.146
H 1.948 -6.375 -4.571  0.258
H 1.329 -5.743 -6.168  0.267

SMILES   ClCCl.ClCCl.ClCCl.ClCCl
Gap between HOMO and LUMO   0.4136 hartree
Total charge   0
E_HOMO   -10.946 eV
Lowest unoccupied orbital energy   0.31 eV

=====

--- two ---
Molecular formula: C4H8Cl8
Method: DFT, ωB97M-V with the def2-TZVPD basis set

Last column: Mulliken charge in e.
Cartesian coordinates (Å):
Cl -1.632 2.607 -0.445  -0.163
C -0.713 1.145 -0.886  -0.134
Cl -0.476 1.124 -2.630  -0.148
H 0.273 1.216 -0.427  0.090
H -1.259 0.245 -0.604  0.346
Cl -0.355 0.831 2.249  -0.050
C -0.832 1.371 3.867  -0.334
Cl 0.688 1.439 4.821  -0.166
H -1.308 2.350 3.808  0.288
H -1.458 0.650 4.391  0.279
Cl 1.764 -2.100 2.225  -0.136
C 2.731 -0.775 1.555  -0.284
Cl 2.253 -0.404 -0.145  -0.127
H 2.666 0.068 2.243  0.240
H 3.757 -1.144 1.539  0.321
Cl 0.384 -1.782 -4.682  -0.130
C -1.284 -1.821 -4.217  -0.038
Cl -2.232 -0.783 -5.281  -0.137
H -1.628 -2.854 -4.159  0.304
H -1.339 -1.382 -3.221  -0.020

SMILES   ClCCl.ClCCl.ClCCl.ClCCl
Gap between HOMO and LUMO   0.4142 hartree
Total charge   0
E_HOMO   -10.739 eV
Lowest unoccupied orbital energy   0.53 eV

=====

The most stable arrangement is two, and the next structure is 0.0157 hartree less stable.

=====

--- one ---
Molecular formula: C8H19NO
Method: DFT, ωB97M-V with the def2-TZVPD basis set

Last column: Mulliken charge in e.
Cartesian coordinates (Å):
C 1.027 -1.084 1.852  -0.865
C 1.114 -1.967 0.650  -0.502
N 0.101 -1.540 -0.411  0.112
C -0.312 -2.782 -1.197  -0.997
C 0.425 -0.437 -1.369  0.435
C 1.422 0.793 -1.322  -0.859
O -0.153 -0.566 -2.420  -0.597
H 1.777 -0.233 1.563  0.194
H 1.483 -1.330 2.807  0.394
H -0.035 -0.625 1.514  0.179
H 2.128 -2.000 0.224  0.319
H 0.829 -3.057 0.826  0.453
H 0.004 -3.597 -0.642  0.386
H -1.414 -2.629 -1.199  0.315
H -0.192 -2.869 -2.261  0.328
H 1.766 0.471 -0.342  0.184
H 2.088 0.585 -2.183  0.302
H 1.100 1.823 -1.208  0.251
C 0.012 2.434 1.662  -0.515
C -1.410 2.972 1.204  -0.322
C -2.199 1.796 0.668  -0.806
H 0.743 3.312 1.809  0.322
H 0.205 1.589 1.024  -0.334
H -0.265 1.950 2.618  0.330
H -1.985 3.230 2.125  0.257
H -1.246 3.792 0.461  0.356
H -1.565 0.989 0.245  0.068
H -2.637 1.157 1.448  0.310
H -2.944 2.317 0.028  0.304

SMILES   CCN(C)C(C)=O.CCC
Gap between HOMO and LUMO   0.3715 hartree
Total charge   0
E_HOMO   -9.203 eV
Lowest unoccupied orbital energy   0.90 eV

=====

--- two ---
Molecular formula: C8H19NO
Method: DFT, ωB97M-V with the def2-TZVPD basis set

Last column: Mulliken charge in e.
Cartesian coordinates (Å):
C -0.641 0.180 -1.154  2.199
C 1.679 -0.469 3.105  -0.104
C 2.716 -0.730 1.485  -0.540
C -1.688 0.637 -2.189  -1.184
C 0.484 -0.609 -1.842  -1.791
C -1.303 -0.700 -0.086  -1.577
C -0.044 1.432 -0.496  -1.569
C 0.501 0.377 3.407  -0.889
N -2.320 -0.484 -2.889  -0.539
O 1.602 -1.305 2.035  -0.286
H 2.530 -0.547 3.768  0.452
H -3.130 -0.169 -3.409  0.233
H -1.680 -0.899 -3.556  0.200
H 3.529 -1.403 1.257  0.305
H 2.703 0.293 1.145  0.290
H -1.208 1.354 -2.874  0.375
H -2.478 1.180 -1.662  0.485
H 0.444 2.073 -1.234  0.427
H 1.259 -0.868 -1.119  0.301
H 0.108 -1.539 -2.270  0.459
H 0.944 -0.021 -2.641  0.395
H -1.809 -1.544 -0.553  0.416
H -0.558 -1.077 0.615  0.285
H -2.048 -0.131 0.475  0.375
H 0.700 1.150 0.248  0.063
H -0.817 2.020 0.004  0.419
H -0.400 -0.056 2.966  0.228
H 0.588 1.385 2.983  0.221
H 0.338 0.472 4.481  0.350

Gap between HOMO and LUMO   0.3192 hartree
Total charge   0
E_HOMO   -7.804 eV
Lowest unoccupied orbital energy   0.88 eV

=====

The most stable arrangement is two, and the next structure is 0.0124 hartree less stable.

=====

--- one ---
Molecular formula: C8H19NO
Method: DFT, ωB97M-V with the def2-TZVPD basis set

Last column: Mulliken charge in e.
Cartesian coordinates (Å):
C -0.207 -1.583 1.273  -0.907
C -0.716 -0.166 1.391  0.330
O -0.416 0.484 2.395  -0.609
C -1.617 0.448 0.297  2.189
C -3.052 0.460 0.840  -1.930
C -1.596 -0.291 -1.045  -1.666
C -1.153 1.896 0.048  -1.531
H -0.437 -2.118 2.199  0.372
H -0.654 -2.138 0.452  0.252
H 0.877 -1.560 1.134  0.151
H -3.743 0.920 0.124  0.445
H -3.119 1.023 1.778  0.400
H -3.403 -0.558 1.044  0.392
H -1.978 -1.314 -0.960  0.446
H -2.226 0.218 -1.784  0.452
H -0.585 -0.340 -1.456  0.147
H -1.162 2.491 0.968  0.351
H -0.130 1.921 -0.343  0.241
H -1.799 2.401 -0.679  0.439
C 2.423 -1.041 -1.514  -1.196
C 2.446 0.275 -0.756  0.286
N 3.679 0.410 0.005  -0.712
H 2.644 -1.889 -0.856  0.288
H 3.153 -1.037 -2.329  0.359
H 1.435 -1.214 -1.951  0.291
H 2.344 1.111 -1.454  0.365
H 1.603 0.320 -0.066  -0.165
H 3.770 -0.372 0.653  0.261
H 3.618 1.244 0.591  0.257

SMILES   CC(=O)C(C)(C)C.CCN
Gap between HOMO and LUMO   0.3714 hartree
Total charge   0
E_HOMO   -9.341 eV
Lowest unoccupied orbital energy   0.77 eV

=====

--- two ---
Molecular formula: C8H19NO
Method: DFT, ωB97M-V with the def2-TZVPD basis set

Last column: Mulliken charge in e.
Cartesian coordinates (Å):
C 0.249 -0.836 -0.731  1.203
C 0.514 0.915 -0.642  1.663
C 0.172 -1.400 0.593  -1.306
C -1.104 -0.152 2.054  -0.672
C 1.377 -1.473 -1.554  -1.804
C 0.748 1.348 -2.099  -1.822
C 1.734 1.235 0.227  -1.671
C -2.574 -0.521 1.917  -1.164
N -0.711 1.396 -0.162  -1.019
O -0.975 -0.977 -1.429  -0.650
H -1.510 -0.203 -1.173  0.495
H -0.573 2.173 0.478  0.416
H -0.848 0.472 0.940  0.189
H 1.085 -1.492 1.169  0.348
H -0.617 -2.108 0.787  0.478
H -0.587 -0.848 2.709  0.415
H -0.974 0.803 2.575  0.415
H 2.355 -1.286 -1.113  0.320
H 1.219 -2.549 -1.603  0.454
H 1.359 -1.086 -2.567  0.404
H 0.722 2.438 -2.124  0.493
H -0.041 0.979 -2.752  0.300
H 1.716 1.023 -2.478  0.360
H 1.560 0.961 1.269  0.321
H 1.923 2.311 0.193  0.449
H 2.638 0.732 -0.119  0.370
H -3.095 0.204 1.291  0.308
H -3.061 -0.556 2.895  0.408
H -2.702 -1.500 1.450  0.299

Gap between HOMO and LUMO (alpha / beta)   0.2823 / 0.2823 hartree
Total charge   0
E_HOMO (alpha / beta)   -7.818 / -7.818 eV
Lowest unoccupied orbital energy (alpha / beta)   -0.14 / -0.14 eV

=====

The most stable arrangement is one, and the next structure is 0.1640 hartree less stable.

=====

--- one ---
Molecular formula: C4H8O2P
Method: DFT, ωB97M-V with the def2-TZVPD basis set

Last column: Mulliken charge in e.
Cartesian coordinates (Å):
C 1.263 -1.393 1.006  -0.666
C -0.235 -1.047 1.126  -0.354
C -0.488 0.339 0.542  -0.739
C -0.263 0.513 -0.889  -0.489
O 2.332 1.494 -1.251  -0.663
O 1.217 -0.013 -3.038  -0.530
P 1.558 0.193 -1.321  0.186
H 1.779 -0.454 1.131  0.267
H -0.819 -1.861 0.767  0.327
H -0.495 -1.047 2.306  0.247
H -1.438 0.927 0.908  0.278
H 0.374 0.978 0.872  0.279
H -1.033 0.035 -1.617  0.333
H -0.410 1.607 -1.069  0.252
H 1.337 0.891 -3.361  0.272

Gap between HOMO and LUMO   0.2637 hartree
Total charge   -1
E_HOMO   -3.278 eV
Lowest unoccupied orbital energy   3.90 eV

=====

--- two ---
Molecular formula: C4H8O2P
Method: DFT, ωB97M-V with the def2-TZVPD basis set

Last column: Mulliken charge in e.
Cartesian coordinates (Å):
C -0.031 -1.013 1.605  -0.521
C 0.830 0.128 0.988  -0.657
C 0.723 0.282 -0.619  -0.416
C -0.772 0.251 -1.058  -0.984
O -3.082 -1.247 -1.309  -0.515
O -1.268 -1.921 0.491  -0.220
P -1.647 -1.547 -1.031  -0.224
H 0.406 -2.030 1.709  0.235
H 0.447 1.065 1.309  0.314
H 1.824 -0.029 1.455  0.351
H 1.282 1.225 -0.811  0.277
H 1.260 -0.527 -1.229  0.296
H -1.286 0.967 -0.268  0.256
H -0.942 0.473 -2.038  0.469
H -0.043 -0.676 2.610  0.339

Gap between HOMO and LUMO (alpha / beta)   0.2222 / 0.2223 hartree
Total charge   -1
E_HOMO (alpha / beta)   -2.137 / -2.138 eV
Lowest unoccupied orbital energy (alpha / beta)   3.91 / 3.91 eV

=====

The most stable arrangement is two, and the next structure is 0.0231 hartree less stable.

=====

--- one ---
Molecular formula: C2H4O3S
Method: DFT, ωB97M-V with the def2-TZVPD basis set

Last column: Mulliken charge in e.
Cartesian coordinates (Å):
C -0.005 -0.498 0.238  -0.939
C -1.169 0.307 0.560  0.416
O -1.023 1.714 0.809  -0.485
S -2.712 -0.092 -0.372  0.739
O -3.829 0.751 -0.010  -0.497
O -2.930 -1.532 -0.425  -0.519
H 0.646 -0.109 -0.574  0.305
H -0.197 -1.602 0.156  0.325
H 0.572 -0.262 1.197  0.307
H -0.102 2.181 0.562  0.348

SMILES   CC(O)=S(=O)=O
Gap between HOMO and LUMO (alpha / beta)   0.2870 / 0.2840 hartree
Total charge   0
E_HOMO (alpha / beta)   -9.058 / -9.063 eV
Lowest unoccupied orbital energy (alpha / beta)   -1.25 / -1.33 eV

=====

--- two ---
Molecular formula: C2H4O3S
Method: DFT, ωB97M-V with the def2-TZVPD basis set

Last column: Mulliken charge in e.
Cartesian coordinates (Å):
C 1.156 -0.474 -0.034  -1.094
C 0.011 0.351 0.389  0.358
O -0.057 1.612 0.173  -0.326
S -1.740 -0.356 -0.322  0.650
O -2.515 0.863 -0.080  -0.510
O -1.979 -1.527 0.489  -0.500
H 0.890 -1.395 -0.487  0.350
H 1.544 -0.801 0.940  0.318
H 1.936 -0.182 -0.728  0.414
H 0.754 1.908 -0.340  0.342

SMILES   CC(O)=S(=O)=O
Gap between HOMO and LUMO (alpha / beta)   0.2820 / 0.2819 hartree
Total charge   0
E_HOMO (alpha / beta)   -8.968 / -8.968 eV
Lowest unoccupied orbital energy (alpha / beta)   -1.29 / -1.30 eV

=====

The most stable arrangement is one, and the next structure is 0.0031 hartree less stable.